# 1
CH2F2O2 | ωB97M-V with the def2-TZVPD basis set

SMILES string   OC(O)(F)F
Energy above the lowest of the compared OMol25 structures with the same formula, charge and spin   17.2 kcal per mole
LUMO energy   0.0240 Eh
Multiplicity   1
Kohn-Sham gap   12.5 eV
Total charge   0

Element x y z (Å)
O  -1.000155  -0.990554  0.156841
C  0.132065  -0.224786  0.110509
O  -0.131529  1.198834  0.147445
H  -1.453968  -1.010962  -0.665574
F  0.776870  -0.393316  -1.054537
F  1.020492  -0.383848  1.085600
H  0.656224  1.804634  0.219716

Force components x, y, z for each atom (eV/Å):
O 2.04 0.60 2.38
C -0.10 4.22 -0.92
O -0.84 -0.53 0.07
H -0.32 0.26 -1.33
F 0.39 -1.07 -0.62
F -0.38 -1.78 0.53
H -0.79 -1.71 -0.11

Results of the Mulliken charge analysis, in e, for atoms 1 through 2: -0.458 0.834

***

# 2
C2H4F3N2O | ωB97M-V with the def2-TZVPD basis set

SMILES string   N/C(=[NH+]\O)C(F)(F)F
Energy above the lowest of the compared OMol25 structures with the same formula, charge and spin   17.1 kcal per mole
LUMO energy   -0.1898 Eh
Multiplicity   1
Kohn-Sham gap   10.7 eV
Total charge   +1

Element x y z (Å)
N  0.941508  0.180834  0.885147
C  0.131764  0.410645  -1.587561
C  -0.169966  -0.085595  -0.079658
H  -2.197308  -0.610618  -0.189838
H  -1.186101  -1.133160  1.279458
F  0.404383  -0.594883  -2.371115
F  -0.877252  1.041089  -1.976525
O  0.766013  -0.383192  2.079692
H  1.900392  0.359303  0.471111
F  1.113582  1.328203  -1.626338
H  0.437963  0.184462  2.788329
N  -1.264977  -0.697088  0.327298

Force components x, y, z for each atom (eV/Å):
N -3.75 0.23 -4.95
C 1.76 0.08 2.12
C 4.00 0.55 2.45
H 1.93 -0.46 0.92
H -0.49 0.59 -1.11
F 0.29 -0.66 0.02
F -4.04 1.31 -1.40
O 0.51 -2.01 0.79
H -1.34 -0.46 1.09
F 0.77 -1.00 0.75
H 0.14 1.04 -0.36
N 0.21 0.80 -0.31

Results of the Mulliken charge analysis, in e, for atoms 1 through 2: -0.011 0.785

***

# 3
C31H40Cl2FeNP3S3Si | ωB97M-V with the def2-TZVPD basis set

Energy above the lowest of the compared OMol25 structures with the same formula, charge and spin   5.6 kcal per mole
LUMO energy (alpha / beta)   -0.1187 / -0.1183 Eh
Multiplicity   2
Kohn-Sham gap (alpha / beta)   7.3 / 7.3 eV
Total charge   +1

Element x y z (Å)
P  -0.745609  0.180616  -1.793015
H  -3.683949  1.829852  0.480209
H  -5.786766  -5.251214  1.703889
H  -5.697343  -5.223688  -1.472406
C  -2.926893  -4.920000  0.200192
H  -2.798127  -0.908032  -2.440454
C  4.218855  -1.039578  -0.346475
C  3.968858  0.672886  2.429452
C  -5.081032  0.236636  0.271206
H  -6.200050  -1.578874  0.108069
C  0.066707  2.792920  -1.437014
H  4.588550  0.866768  4.470080
C  -5.498401  -4.197412  1.661968
H  0.278005  3.197912  2.389331
S  1.384511  -0.424087  0.517927
H  5.878414  0.233828  -0.857148
C  -2.376321  0.089974  -2.566668
H  -2.689377  3.272572  -0.544585
H  0.255484  1.156756  -4.410614
H  0.744033  4.815278  -1.114475
H  -2.236751  0.299706  -3.627646
C  0.257997  -1.058566  -2.642763
C  3.798941  -2.347702  -0.131521
C  -0.508260  0.663204  4.334536
C  0.622702  4.007219  -1.825741
H  1.232244  3.303392  -5.081113
C  0.892937  3.163852  -4.063276
C  -3.825130  0.772462  0.368725
C  5.552737  -0.783208  -0.672938
Cl  1.136177  1.105300  3.950055
C  4.549856  3.381966  2.200647
C  -5.410632  -4.171193  -1.398373
H  -5.948477  0.880948  0.277421
H  3.743586  -0.383666  2.520107
C  0.338783  1.954602  -3.682469
H  1.596585  2.915848  1.247199
S  3.151256  1.482300  -1.851334
C  -4.100358  -1.988936  0.199091
H  6.739446  -3.950750  -0.633601
C  0.595107  3.334336  1.356051
H  0.011712  -2.046030  -2.259986
H  1.481397  5.129864  -3.431423
C  4.727198  2.732498  3.412344
H  2.768081  -2.553860  0.118391
H  3.949578  3.166662  0.137601
Cl  -1.478469  0.119783  2.911725
H  -1.037133  1.507986  4.756822
C  6.453767  -1.828506  -0.774830
C  1.037133  4.189255  -3.133801
H  -2.332687  -4.758704  1.101305
H  -3.062507  0.817266  -2.141145
P  -0.538201  2.468984  0.243126
P  3.164483  0.424242  -0.234761
C  3.784565  1.326196  1.209832
H  5.099746  3.278768  4.269441
H  0.054580  -1.024080  -3.713834
N  -2.721619  0.001024  0.346538
H  1.308900  -0.841593  -2.455421
H  -3.245508  -5.966928  0.186597
C  -0.070702  1.764398  -2.365977
H  -4.948113  -3.964991  2.577316
C  -5.203630  -1.152222  0.180081
S  -1.286141  -2.037748  0.302043
H  4.783945  4.435042  2.109093
H  -2.280989  -4.751897  -0.663500
H  -4.810276  -3.927868  -2.279144
H  -0.492355  -0.181592  5.010872
H  -2.526658  3.513454  1.213724
C  -2.005993  3.546382  0.255885
H  -6.327180  -3.577420  -1.441231
Si  -4.449566  -3.863250  0.164141
H  7.485779  -1.625322  -1.029356
H  -1.662805  4.565990  0.077072
C  4.439496  1.375360  3.526282
C  4.708298  -3.393972  -0.239363
C  6.031849  -3.135182  -0.556077
Fe  -0.684255  0.156828  0.422672
H  -6.416090  -3.603892  1.661100
C  -2.855366  -1.336588  0.280565
C  4.081661  2.678722  1.096239
H  4.378469  -4.411532  -0.072544
H  0.607331  4.400256  1.129093

Force components x, y, z for each atom (eV/Å):
P 0.69 0.28 -0.04
H 0.05 0.14 -0.01
H 0.01 0.04 0.00
H 0.01 0.04 0.01
C 0.16 -0.06 0.00
H 0.01 0.00 -0.02
C 0.14 -0.10 0.03
C 0.03 0.00 -0.04
C -0.04 -0.05 0.00
H 0.04 0.01 0.01
C 0.01 -0.08 -0.04
H 0.00 0.00 -0.01
C -0.10 -0.03 0.16
H -0.02 0.01 -0.04
S 0.40 -0.31 0.27
H 0.00 0.00 0.00
C -0.04 -0.17 -0.09
H 0.01 0.02 -0.05
H 0.00 0.01 0.02
H 0.01 -0.02 0.01
H -0.07 -0.04 -0.03
C -0.06 -0.07 -0.04
C 0.05 -0.01 -0.02
C -0.12 -0.18 0.02
C -0.09 0.04 -0.04
H -0.01 0.01 0.01
C 0.02 0.05 0.05
C 0.18 -0.14 0.09
C 0.00 -0.07 0.00
Cl 0.01 -0.04 -0.04
C -0.02 0.01 -0.02
C -0.08 -0.02 -0.16
H 0.01 0.00 0.01
H 0.01 0.00 -0.02
C -0.08 0.05 -0.02
H -0.08 0.03 0.03
S 0.06 0.04 -0.16
C 0.04 0.08 0.02
H -0.01 0.01 -0.01
C 0.00 0.01 0.00
H -0.01 -0.01 0.00
H 0.00 -0.01 0.00
C -0.01 -0.02 0.00
H 0.01 -0.02 0.01
H 0.02 0.01 0.01
Cl 0.22 0.18 0.25
H 0.01 0.03 0.01
C -0.01 0.01 0.00
C 0.00 -0.04 -0.04
H -0.02 -0.03 -0.03
H 0.03 0.07 -0.04
P 0.45 -0.19 -0.22
P -0.31 0.00 0.26
C 0.14 0.11 0.06
H 0.00 -0.01 -0.01
H 0.03 0.00 -0.01
N -0.30 0.09 0.20
H 0.00 0.03 -0.05
H 0.03 0.03 0.00
C -0.13 0.08 0.01
H -0.04 -0.01 -0.01
C -0.08 0.02 -0.01
S 0.42 -0.51 0.06
H 0.00 -0.02 0.00
H -0.02 -0.02 0.03
H -0.04 -0.02 0.01
H -0.04 0.00 0.04
H 0.01 0.01 0.01
C -0.04 0.07 0.19
H 0.03 -0.02 -0.01
Si 0.04 0.09 -0.01
H -0.01 -0.01 0.01
H -0.03 0.02 0.00
C 0.02 0.03 -0.03
C -0.01 0.04 -0.01
C 0.02 0.00 0.00
Fe -1.38 0.68 -0.62
H 0.03 -0.02 0.01
C -0.30 -0.18 0.05
C 0.08 -0.01 0.06
H 0.00 0.02 0.00
H 0.05 0.02 0.00

Results of the Mulliken charge analysis, in e, for atoms 1 through 2: 1.529 0.298

***

# 4
C2H8ClOPSi | ωB97M-V with the def2-TZVPD basis set

SMILES string   C[Si@H](Cl)P(C)O
Energy above the lowest of the compared OMol25 structures with the same formula, charge and spin   0.0 kcal per mole
LUMO energy   0.0274 Eh
Multiplicity   1
Kohn-Sham gap   9.5 eV
Total charge   0

Element x y z (Å)
H  -1.553053  1.944566  0.273781
C  -0.978801  -1.727894  0.404302
H  -0.378395  2.502210  -0.945140
O  1.997531  1.825963  0.147291
C  -0.715780  1.663022  -0.350980
Cl  2.117992  -2.074064  1.272193
H  -1.368449  -1.431404  1.372369
P  0.639272  1.118762  0.801599
H  1.056334  -1.082571  -1.301175
Si  0.735165  -1.022812  0.146043
H  -0.960749  -2.811454  0.373229
H  -1.624822  -1.367858  -0.387706
H  -1.048539  0.869518  -1.011367
H  2.082293  1.594016  -0.794439

Force components x, y, z for each atom (eV/Å):
H -0.24 0.26 -0.02
C 0.50 0.01 0.07
H 0.05 0.25 -0.02
O -0.14 -0.36 -0.65
C 0.15 -0.61 0.27
Cl -0.07 0.11 -0.20
H -0.15 0.09 0.14
P 0.17 0.43 0.53
H 0.24 -0.14 0.02
Si -0.37 -0.05 -0.07
H 0.01 -0.21 -0.06
H -0.25 0.07 -0.09
H -0.08 -0.05 -0.30
H 0.19 0.20 0.40

Results of the Mulliken charge analysis, in e, for atoms 1 through 2: 0.293 -0.988

***

So what do the calculations give for E? Going down the list: -10599.406; -15309.574; -161967.420; -33941.912 eV.